Below is an isolated molecule of CH3N5O2 at a distorted geometry, with properties calculated with ωB97M-V with the def2-TZVPD basis set.

XYZ file:
```
11
Properties=species:S:1:pos:R:3:forces:R:3:lowdin_charge:R:1
O 0.04734 2.12284 -1.07040 1.6593 -0.3186 0.9928 -0.1261
N -0.53311 0.85799 -1.39328 1.8860 -1.4046 2.4683 0.0624
C -0.11514 -0.13713 -0.63550 -2.0038 2.7297 -3.1638 -0.3605
N -0.68558 -1.40690 -0.65732 -2.2889 -0.0667 -1.9541 0.0541
N -0.60141 -1.85793 0.56419 -0.0527 -2.2254 3.1241 -0.0128
N 0.24517 -1.23858 1.26229 -0.9375 -1.3430 -1.4966 0.0668
N 0.76934 -0.31880 0.38639 1.7912 1.7417 1.1624 -0.1285
O 1.15206 0.81070 1.11450 -0.6292 -0.1148 0.9010 -0.0036
H 0.82181 2.07271 -0.36989 -2.2955 -0.4151 -1.8381 0.1207
H -1.63038 -1.64236 -1.09078 2.0040 0.7816 0.4874 0.1929
H 0.52991 0.73747 1.88981 0.8670 0.6351 -0.6834 0.1346
```
Forces are in eV/Å.

Calculated values
frontier orbital gap = 9.2 eV
HOMO energy = -0.3264 Eh
maximum force = 4.63 eV Å⁻¹
electronic energy = -463.9569 Ha
structure (SMILES) = O/N=c1/[nH]nnn1O
lowest unoccupied orbital energy = 0.33 eV
energy relative to the best compared isomer or geometry (same formula, charge and spin) = 2.1096 eV